C9H13N2 | ωB97M-V with the def2-TZVPD basis set

The calculation puts the total energy at -12512.7506 eV. As for the strongest force on any atom: 0.089 hartree/bohr. As for the spin multiplicity: 1. Its net charge is +1.

Positions of all 24 atoms, in Å:
C  1.652  1.402  -2.001
C  1.560  0.403  -1.286
C  -2.943  0.215  0.051
C  -2.920  -1.005  -0.562
C  -0.817  -0.403  -0.083
C  2.063  0.268  1.160
C  1.926  -1.849  -0.221
C  -1.267  1.794  0.903
C  1.659  -0.363  -0.050
N  -1.603  0.534  0.341
N  -1.570  -1.354  -0.623
H  1.905  2.076  -2.783
H  -3.582  0.960  0.332
H  -3.760  -1.589  -0.986
H  2.757  -0.436  1.771
H  1.192  0.558  1.831
H  2.586  1.147  0.940
H  1.137  -2.275  -0.848
H  2.909  -1.896  -0.647
H  1.822  -2.368  0.774
H  -2.162  2.372  1.006
H  -0.717  1.678  1.899
H  -0.512  2.334  0.220
H  -1.315  -2.204  -1.138

Cartesian forces, eV/Å:
0.2 -2.7 1.0
0.6 2.4 0.3
2.4 -1.9 -0.6
-0.9 1.0 0.2
4.0 -1.3 0.0
0.2 -0.7 3.7
-2.0 0.4 1.5
3.4 1.1 0.6
-2.7 -1.7 -3.2
-2.2 -0.2 -0.4
-1.5 -1.0 -0.8
-0.3 0.3 -0.1
-2.3 1.1 0.4
1.0 0.4 0.4
-1.3 1.2 -1.0
1.1 -0.5 -0.8
0.8 1.5 -0.2
0.7 0.0 -0.3
0.6 -0.5 -0.3
0.6 0.6 -1.0
-0.3 0.4 0.2
-1.1 0.2 -1.2
-1.3 -0.7 0.9
0.4 0.8 0.7

Computed natural (NBO) charges, given in elementary charges: atom 1 (C): -0.066, atom 2 (C): -0.149, atom 3 (C): -0.070, atom 4 (C): -0.067, atom 5 (C): 0.321, atom 6 (C): -0.729, atom 7 (C): -0.668, atom 8 (C): -0.406, atom 9 (C): 0.327, atom 10 (N): -0.373, atom 11 (N): -0.543, atom 12 (H): 0.260, atom 13 (H): 0.230, atom 14 (H): 0.259, atom 15 (H): 0.260, atom 16 (H): 0.290, atom 17 (H): 0.262, atom 18 (H): 0.236, atom 19 (H): 0.263, atom 20 (H): 0.243, atom 21 (H): 0.231, atom 22 (H): 0.218, atom 23 (H): 0.229, atom 24 (H): 0.442